ORCA calculation (ωB97M-V/def2-TZVPD) on a single C4H6O2 molecule.

Each line ends with the Mulliken charge.
Positions of all 12 atoms, in Å:
O 2.156 -0.833 0.240  -0.49
C 1.585 -0.148 1.071  0.24
C 0.900 1.154 0.938  -0.18
C -0.615 -0.178 -1.315  -0.95
C -1.078 0.040 0.119  -0.29
O -0.343 1.212 0.629  -0.17
H 1.716 -0.325 2.167  0.30
H -0.452 0.805 -1.753  0.31
H 0.335 -0.719 -1.317  0.29
H -1.368 -0.712 -1.897  0.34
H -0.889 -0.800 0.800  0.32
H -2.130 0.325 0.188  0.31

Atomic forces in eV per Å
O -0.3 0.5 0.4
C 0.2 -0.1 -0.1
C -0.2 -0.2 -0.1
C 0.0 -0.2 0.4
C 0.0 -0.1 -0.1
O 0.3 0.1 0.1
H 0.0 -0.2 0.0
H -0.1 0.0 -0.2
H -0.2 0.1 -0.1
H 0.1 0.0 0.1
H 0.0 0.1 -0.2
H 0.2 0.0 0.0

Results
2S+1: 1
Charge: 0
LUMO energy in eV: 0.2956
E_tot in hartree: -306.3639
HOMO-LUMO gap in Eh: 0.333
ΔE to the lowest compared entry with this formula, charge and spin in kcal per mole: 89.3